Entry from the OMol25 dataset: a structure of composition C25H39IIrN2O5Si in a non-equilibrium geometry (ωB97M-V/def2-TZVPD).

Output
- Kohn-Sham gap (eV) = 8.2
- E_HOMO (eV) = -11.141
- net charge = +1
- relative energy (zero: lowest compared OMol25 entry of this formula, charge and spin) (kcal/mol) = 10.1
- lowest unoccupied orbital energy (eV) = -2.9

Atoms and positions in Å:
Ir (-1.055825, 1.214589, -0.102777)
C (-2.172755, 5.286454, -1.215568)
C (-2.469800, 5.123162, -2.561505)
C (-2.476509, 3.852649, -3.102353)
C (-2.177387, 2.759981, -2.299182)
N (-1.846371, 2.936145, -0.995737)
C (-1.860122, 4.169309, -0.473465)
C (-2.247263, 1.356204, -2.713034)
C (-2.772339, 0.920690, -3.926367)
C (-2.970550, -0.432472, -4.137109)
C (-2.673887, -1.343761, -3.131882)
C (-2.135033, -0.919088, -1.923048)
C (-1.885853, 0.429681, -1.726109)
H (-2.171965, 6.260716, -0.749417)
H (-2.699887, 5.980180, -3.180207)
H (-2.716371, 3.697553, -4.144081)
H (-1.595928, 4.244497, 0.572243)
H (-3.053412, 1.629239, -4.695554)
H (-3.381569, -0.776649, -5.076432)
H (-2.855173, -2.398684, -3.295159)
H (-1.884190, -1.627531, -1.145404)
N (-4.183200, 0.436521, 2.575036)
C (-3.045915, 0.947268, 2.117278)
O (-2.825538, 0.880030, 0.892027)
C (-2.169104, 1.615997, 3.148386)
I (-0.284063, 2.298016, 2.446601)
H (-4.807261, -0.023570, 1.930118)
H (-4.430310, 0.478143, 3.548862)
H (-1.965796, 0.911975, 3.953529)
H (-2.709192, 2.470198, 3.552450)
C (2.748700, 2.664893, -0.039991)
C (2.431945, 1.236730, -0.462154)
C (3.681445, 0.575792, -1.032062)
C (1.290662, 1.185211, -1.476080)
O (1.933893, 0.574461, 0.689316)
Si (1.205368, -0.910667, 0.724463)
O (-0.372338, -0.557391, 0.576972)
O (1.589145, -1.768971, 2.046440)
C (1.348376, -1.717298, 3.453153)
C (1.873324, -3.033100, 4.013786)
C (2.123451, -0.547114, 4.044803)
C (-0.147477, -1.599332, 3.725588)
O (1.830444, -1.744597, -0.519826)
C (1.548505, -3.012924, -1.135090)
C (0.527747, -3.790861, -0.315703)
C (2.870888, -3.765765, -1.192820)
C (1.032428, -2.727534, -2.538265)
H (3.074917, 3.262190, -0.892334)
H (3.539366, 2.664842, 0.709863)
H (1.864652, 3.145348, 0.391363)
H (4.094514, 1.189209, -1.834895)
H (3.464621, -0.417238, -1.414337)
H (4.431546, 0.488796, -0.245991)
H (1.515961, 1.667343, -2.427977)
H (0.413919, 1.762276, -1.056696)
H (1.029752, 0.149558, -1.689437)
H (2.944855, -3.117590, 3.832988)
H (1.373972, -3.872490, 3.528759)
H (1.694629, -3.093771, 5.088263)
H (3.179885, -0.639215, 3.791732)
H (2.025905, -0.531501, 5.131185)
H (1.764876, 0.401744, 3.645139)
H (-0.672072, -2.479373, 3.350202)
H (-0.554517, -0.728847, 3.212794)
H (-0.326936, -1.512591, 4.798897)
H (0.904526, -3.961730, 0.693450)
H (0.330092, -4.757270, -0.781442)
H (-0.412098, -3.239954, -0.244785)
H (3.235459, -3.965735, -0.184760)
H (3.618555, -3.171587, -1.719502)
H (2.750653, -4.715436, -1.716521)
H (0.133972, -2.111760, -2.496281)
H (0.793224, -3.656810, -3.057777)
H (1.791832, -2.197386, -3.116569)

Forces on the atoms, in the same order (eV/Å):
-0.36 -0.10 0.10
-0.04 0.02 0.02
-0.01 -0.01 -0.04
-0.04 0.05 -0.01
-0.05 -0.03 0.07
0.32 0.07 -0.14
0.05 -0.04 0.03
-0.06 -0.04 0.13
-0.03 0.03 0.00
-0.03 -0.01 -0.06
0.01 -0.03 0.02
0.09 0.02 -0.03
0.05 0.00 -0.14
0.00 0.00 0.01
0.00 0.00 0.00
0.00 0.01 0.01
0.02 0.01 -0.02
0.00 -0.02 0.00
0.01 0.00 0.00
0.00 0.00 0.01
0.01 0.00 0.01
0.05 0.05 0.08
0.06 0.01 -0.26
0.44 -0.03 -0.09
-0.01 -0.04 0.07
-0.19 -0.11 -0.13
0.01 0.00 -0.02
0.00 -0.01 -0.01
0.02 0.03 0.00
0.03 0.01 0.01
-0.10 0.05 -0.04
-0.42 0.21 0.06
0.01 0.01 -0.09
0.32 -0.68 -0.33
0.87 -0.15 0.50
-0.54 -0.05 -0.02
-0.08 -0.24 0.36
-0.07 0.10 0.00
0.06 -0.05 0.04
0.01 0.02 -0.02
0.00 0.00 -0.02
0.02 -0.02 -0.01
-0.05 0.01 -0.20
0.10 -0.07 0.11
-0.02 -0.01 -0.01
-0.02 -0.02 0.02
0.02 0.00 0.01
0.02 -0.01 0.01
-0.01 -0.02 0.00
0.01 -0.01 -0.02
0.00 0.00 0.01
0.01 0.00 0.01
-0.01 0.03 0.02
-0.24 0.28 0.07
-0.14 0.62 0.00
-0.04 0.08 -0.03
0.00 0.00 -0.01
-0.01 0.00 0.01
0.01 0.01 0.00
0.00 -0.01 0.01
-0.01 0.01 0.01
0.00 -0.01 0.00
0.00 0.01 0.00
-0.01 0.06 -0.03
-0.01 -0.01 0.00
0.00 -0.01 -0.02
-0.01 0.01 0.00
-0.02 0.01 0.00
0.00 0.01 0.00
0.00 0.00 -0.01
0.00 0.00 0.01
-0.01 -0.01 -0.01
0.01 0.00 0.00
-0.01 0.00 0.00

Löwdin population analysis, charges in e, atoms 1 to 8: Ir 1.12; C -0.04; C -0.03; C 0.02; C -0.20; N -0.06; C -0.12; C -0.18